*1*
14
Properties=species:S:1:pos:R:3 method="wB97M-V/def2-TZVPD" smiles="C1=NN[C@@H]2CN[C@@H]12" gap_ha=0.367
N 1.602 -0.911 0.118
N -1.372 1.060 -0.196
N -2.049 -0.190 -0.009
C 0.082 -0.882 -0.365
C -0.013 0.627 0.394
C -1.366 -1.186 -0.129
C 1.478 0.631 -0.324
H 1.442 -0.776 1.293
H 0.131 0.399 1.421
H 2.125 1.359 0.156
H -1.874 1.795 0.118
H -1.936 -2.016 0.306
H 1.560 0.946 -1.354
H 0.189 -0.854 -1.428

*2*
14
Properties=species:S:1:pos:R:3 method="wB97M-V/def2-TZVPD" smiles=CNc1cc[nH]n1 gap_ha=0.337
N -1.175 0.731 0.355
N -0.628 -0.480 -1.563
N 0.462 -1.095 -2.057
C -1.017 1.047 1.757
C -0.261 -0.047 -0.363
C 1.077 -0.445 -0.059
C 1.494 -1.124 -1.182
H -1.924 1.576 2.070
H -0.149 1.673 2.035
H 0.338 -1.657 -2.882
H 1.666 -0.233 0.824
H -0.970 0.123 2.340
H -1.519 1.505 -0.195
H 2.455 -1.546 -1.452

Result of the stability comparison: *1* is the least stable of them.

*1*
14
Properties=species:S:1:pos:R:3 method="wB97M-V/def2-TZVPD" gap_ha="0.355 / 0.194"
N 1.485 0.631 -1.864
N -0.107 -0.637 1.203
N 1.988 -1.012 0.333
C 0.929 -0.342 0.246
C -0.634 1.510 -0.859
C -0.999 -1.557 1.044
C 0.629 0.673 -0.990
H -1.422 1.043 -0.256
H -0.871 -2.256 0.226
H 2.532 -0.674 -0.486
H -0.398 2.474 -0.394
H -1.030 1.714 -1.856
H -0.248 0.044 1.944
H -1.854 -1.611 1.708

*2*
14
Properties=species:S:1:pos:R:3 method="wB97M-V/def2-TZVPD" smiles="C#CC/N=C/NN" gap_ha=0.361
N -1.929 -0.081 0.560
N 0.321 0.250 0.538
N -3.078 -0.332 -0.264
C 1.620 0.868 -0.087
C -0.695 0.035 -0.205
C 2.651 -0.050 0.118
C 3.550 -0.820 -0.009
H -0.548 0.280 -1.212
H -3.726 0.574 -0.339
H 1.472 1.024 -1.161
H -3.546 -1.352 -0.333
H -2.027 -0.464 1.612
H 4.230 -1.596 0.029
H 1.706 1.663 0.752

Result of the stability comparison: *2* is the least stable of them.

*1*
16
Properties=species:S:1:pos:R:3 method="wB97M-V/def2-TZVPD" gap_ha=0.355
S -1.698 -0.081 0.911
O 0.760 2.844 0.551
C 0.625 -0.721 0.857
C 0.409 1.872 1.121
C 0.006 0.596 -1.078
C -0.591 -1.394 0.171
C -0.437 -0.898 -1.315
C -0.014 0.601 0.419
H -0.715 -2.467 0.368
H 0.222 1.881 2.215
H -1.404 -0.944 -1.838
H 0.552 -0.879 1.967
H -0.645 1.366 -1.516
H 1.624 -0.986 0.472
H 1.040 0.736 -1.427
H 0.268 -1.526 -1.878

*2*
16
Properties=species:S:1:pos:R:3 method="wB97M-V/def2-TZVPD" smiles="S=C1C[C@H]2C[C@H](C2)O1" gap_ha=0.334
S 0.913 0.073 -2.341
O 1.119 0.211 0.224
C 0.313 0.024 -0.834
C -0.718 1.016 1.595
C -1.159 -0.219 -0.519
C -1.440 -0.212 0.980
C 0.537 0.150 1.546
C -0.359 -1.082 1.671
H -1.031 1.203 2.642
H -2.479 -0.401 1.207
H -1.721 0.543 -1.025
H -0.706 1.937 1.033
H -1.449 -1.200 -0.980
H -0.615 -1.316 2.725
H 1.375 0.294 2.232
H 0.011 -1.979 1.201

*3*
16
Properties=species:S:1:pos:R:3 method="wB97M-V/def2-TZVPD" smiles="C=C[C@@]1(S)C=COC1" gap_ha=0.344
S -0.591 0.758 -2.252
O -0.139 -2.422 -0.248
C 0.590 1.646 1.325
C 1.196 -0.460 -0.532
C -1.053 -1.262 0.027
C 1.098 -1.782 -0.481
C -0.258 0.005 -0.387
C -0.483 1.021 0.655
H 1.852 0.269 -0.513
H 1.785 1.655 1.010
H -1.323 2.118 -1.735
H -1.896 -1.480 -0.801
H -1.359 -1.085 1.155
H -1.550 1.261 1.026
H 0.306 2.387 2.065
H 1.825 -2.629 -0.313

*4*
16
Properties=species:S:1:pos:R:3 method="wB97M-V/def2-TZVPD" gap_ha=0.314
S 2.972 -0.365 -0.036
O 0.448 2.428 0.032
C -0.765 -0.934 -0.845
C -0.814 -1.080 0.686
C 0.246 0.177 -0.928
C 0.320 -0.091 1.116
C -0.147 1.113 0.057
C 1.310 -0.281 0.029
H 0.453 0.461 -1.903
H -1.795 -0.952 1.186
H -0.587 -2.138 0.954
H -0.545 -1.865 -1.581
H 0.476 0.153 2.163
H 1.385 2.381 0.095
H -1.258 1.386 0.172
H -1.699 -0.395 -1.198

Result of the stability comparison: *3* is the least stable of them.

*1*
16
Properties=species:S:1:pos:R:3 method="wB97M-V/def2-TZVPD" gap_ha=0.300
S -2.463 -0.440 -0.208
O 2.645 -0.996 -0.317
C -0.877 -0.256 0.076
C -0.218 0.968 0.365
C 0.989 0.860 -0.393
C 1.489 -0.440 0.297
C 0.266 2.224 0.082
C 0.247 -1.383 0.331
H 3.045 0.012 -0.882
H 1.858 0.004 1.316
H -0.269 0.763 1.547
H 0.726 -2.100 -0.578
H 0.782 1.025 -1.496
H 0.719 2.734 0.885
H -0.010 2.878 -0.731
H 0.022 -2.150 1.253

*2*
16
Properties=species:S:1:pos:R:3 method="wB97M-V/def2-TZVPD" gap_ha=0.296
S -1.499 1.634 -2.667
O 0.338 1.967 -0.552
C -0.589 1.078 -0.105
C -1.372 0.646 -1.239
C 1.954 -0.858 1.437
C -1.245 -0.737 -0.889
C -0.073 -0.313 -0.189
C 0.527 -0.794 1.090
H 2.626 -0.743 0.634
H 0.802 -0.179 -0.916
H 2.274 -1.332 2.501
H -1.086 1.116 0.933
H 0.978 2.167 0.146
H -0.418 -1.005 1.802
H -2.123 -1.116 -0.247
H -1.093 -1.534 -1.740

*3*
16
Properties=species:S:1:pos:R:3 method="wB97M-V/def2-TZVPD" gap_ha=0.331
S 2.091 -0.796 -0.027
O 1.044 1.773 -0.133
C -0.838 -0.092 0.828
C 1.324 0.685 0.732
C -1.185 1.037 -0.079
C 0.579 -1.281 -0.821
C -0.259 1.848 -0.516
C -0.553 -1.431 0.285
H -0.789 0.166 1.980
H 0.322 -0.514 -1.533
H 1.801 0.941 1.742
H -0.294 -2.126 0.936
H -2.180 1.068 -0.643
H -1.392 -1.683 -0.262
H -0.441 2.679 -1.171
H 0.769 -2.273 -1.319

Result of the stability comparison: *1* is the least stable of them.